No. 1
C17H11AsF16N3Zn | the ωB97M-V functional and the def2-TZVPD basis

Properties
E_tot: -6431.695887 Eh
orbital gap (spin up / spin down): 8.5 / 4.7 eV
<S²>: 0.78
spin multiplicity: 2
E_HOMO (spin up / spin down): -8.7 / -8.1 eV
ΔE to the lowest compared entry with this formula, charge and spin: 0.00 kJ/mol

Atoms and positions in Å:
F  4.0690  -3.9964  -0.3745
F  1.5512  2.8846  -4.1735
H  -3.3387  -1.0563  0.8296
F  -4.4992  0.7074  -0.5474
C  -3.3849  1.1507  -3.9459
F  -5.4153  1.6118  -2.8666
H  -0.3360  3.0685  1.7878
H  0.4898  -1.2284  3.7643
C  -1.5147  -1.0053  1.9432
H  -0.8674  1.1099  3.3256
F  2.2271  -3.1999  -1.8712
C  -4.1713  1.1351  -2.8098
H  1.7728  -0.7379  2.6261
C  -0.2084  1.0356  2.4538
F  -1.7415  5.6136  -2.2322
F  -3.8604  1.6332  -5.0941
F  1.6844  -1.3369  -0.3824
C  -2.4557  -0.4173  0.8976
C  0.7517  3.1698  -3.1552
C  -0.9214  4.5691  -2.1562
C  0.7656  2.4032  -2.0181
C  -0.0590  2.6657  -0.8966
H  -2.8213  0.5601  1.2332
H  0.8200  -2.1723  2.2876
C  -0.0997  4.2650  -3.2288
C  -0.6275  2.0849  1.4138
Zn  0.2115  -0.1631  -0.1342
As  2.9413  -2.7323  -0.3892
F  1.6154  1.3804  -1.9490
F  3.4715  -2.0722  1.1075
H  -1.7145  2.1146  1.3078
C  -0.9090  3.7863  -1.0231
F  -1.3178  0.6617  -4.9555
H  -1.3452  -2.0575  1.7131
C  -2.3796  0.1309  -1.4913
F  -0.1215  5.0179  -4.3165
C  0.7782  -1.1701  2.7089
F  -1.7580  4.1106  -0.0436
F  -0.3722  -0.3333  -2.6416
F  1.7376  -3.6145  0.4637
N  -0.1868  -0.3529  1.9457
C  -2.0947  0.6552  -3.8743
C  -1.6257  0.1606  -2.6819
H  -1.9732  -0.9417  2.9365
F  3.9537  -1.6353  -1.2221
N  -1.7600  -0.3367  -0.3776
N  0.0234  1.8100  0.1441
H  0.8043  1.2659  2.7823
C  -3.6784  0.6544  -1.6117

Atomic partial charges in e from the Löwdin method, atoms 1 to 5:
1 F -0.200
2 F 0.155
3 H 0.133
4 F 0.097
5 C -0.140

No. 2
C10H11BO | the ωB97M-V functional and the def2-TZVPD basis

Properties
E_tot: -487.578290 Eh
orbital gap (spin up / spin down): 6.1 / 7.0 eV
<S²>: 2.01
spin multiplicity: 3
E_HOMO (spin up / spin down): -5.4 / -8.7 eV

Atoms and positions in Å:
H  -2.0288  2.0741  -0.8433
C  1.2788  -0.7405  -0.7922
C  3.3625  0.1153  -0.1993
H  0.9501  -1.1766  1.3210
H  2.9959  0.8858  1.6502
C  -1.2660  0.3696  0.1784
C  2.5179  -0.4269  -1.2470
C  -1.8557  -0.9914  0.5530
H  -3.8750  -1.6221  -0.1663
O  0.5531  2.0960  0.6124
C  -3.3546  0.3463  -0.6938
B  0.2367  0.8093  0.5624
H  -4.1934  0.4202  -1.3052
H  0.4246  -1.2709  -1.0289
H  2.8861  -0.6012  -2.2127
C  2.7088  0.0918  0.9317
H  4.3787  0.3731  -0.2874
H  1.3181  2.4290  0.9830
C  -3.1482  -0.8721  -0.1340
H  -1.7461  -1.1173  1.7276
C  1.2756  -0.4007  0.6744
C  -2.1487  1.0792  -0.5799
H  -1.2704  -1.8702  0.2960

Atomic partial charges in e from the Löwdin method, atoms 1 to 5:
1 H 0.092
2 C -0.027
3 C -0.101
4 H 0.129
5 H 0.120